C6H10N3O | wB97M-V/def2-TZVPD

```
20
Properties=species:S:1:pos:R:3:mulliken_charge:R:1
C 1.057 0.384 0.147 0.168
C 0.807 -0.984 0.117 0.246
C 2.403 0.556 -0.048 0.286
C -0.869 1.070 0.398 -0.585
C -0.587 -1.458 0.302 -0.335
C -2.545 -0.321 -0.669 -1.189
N 1.918 -1.638 -0.081 -0.648
N 3.228 1.601 -0.106 -0.415
N -1.521 -0.252 0.394 0.103
O 2.904 -0.686 -0.180 -0.133
H -0.874 1.582 1.344 0.384
H -1.058 1.666 -0.478 0.357
H -0.888 -2.084 -0.539 0.333
H -0.667 -2.053 1.213 0.303
H -2.057 -0.284 -1.642 0.491
H -3.115 -1.245 -0.586 0.400
H -3.233 0.520 -0.583 0.405
H 2.899 2.543 -0.023 0.198
H 4.204 1.427 -0.271 0.246
H -2.007 -0.344 1.291 0.385
```

HOMO energy: -0.4443 Ha
Relative energy (zero: lowest compared OMol25 entry of this formula, charge and spin): 119.86 kcal per mole
Charge: +1